10
Properties=species:S:1:pos:R:3:nbo_charge:R:1 method="wB97M-V/def2-TZVPD" smiles="NC1=CN1C=O" largest_force_ha_per_bohr=0.0094 homo_lumo_gap_ev=9.48 e_above_lowest_kj_mol=382.3 homo_ha=-0.3158 e_tot_ha=-301.3416
C -1.383 -0.812 -0.308 0.533
C 0.557 0.486 0.156 0.335
H 1.686 -1.022 -0.411 0.408
C -0.333 1.396 0.258 -0.100
O -0.777 -1.320 -1.227 -0.577
N -0.781 0.008 0.661 -0.530
H -2.437 -1.058 -0.091 0.119
N 1.781 -0.069 -0.083 -0.821
H -0.752 2.382 0.360 0.238
H 2.438 0.010 0.685 0.395